Below is a cluster of 2 separate species, C2H3BrS in total at a distorted geometry, with properties calculated with ωB97M-V/def2-TZVPD.

```
! RIJCOSX wB97M-V def2-TZVPD def2/J DEFGRID3
* xyz 0 1
C -0.490 -0.253 -0.070
C -0.408 0.950 0.398
S -1.484 2.156 -0.185
Br -3.849 -0.313 0.041
H 0.316 -1.136 0.106
H -1.215 -0.521 -0.812
H 0.179 1.403 1.160
*
```

Properties
HOMO (alpha / beta)   -9.403 / -8.842 eV
Energy above the lowest of the compared OMol25 structures with the same formula, charge and spin   315.0 kJ/mol
HOMO-LUMO gap (alpha / beta)   5.665 / 4.802 eV
DFT total energy   -3050.05765 Eh

Löwdin atomic charge list, values in e, 6 entries:
1. C -0.1271
2. C -0.6629
3. S 0.7688
4. Br -0.1419
5. H 0.1352
6. H -0.0175